The following is a quantum chemistry calculation of the molecule C22H26ClN3O5S, from OMol25.

Positions of all 58 atoms, in Å:
C1 -3.18617 -3.10866 3.26502
C2 -2.81448 -2.16803 2.16070
C3 -1.50023 -1.75095 1.99168
C4 -1.15436 -0.85861 0.99294
C5 -2.13006 -0.37901 0.13055
N1 -1.80804 0.55540 -0.89311
C6 -2.27511 1.91260 -0.69368
C7 -1.67449 2.65287 0.50643
O1 -2.39168 3.30652 1.24063
N2 -0.34175 2.57846 0.63030
C8 0.35834 3.39419 1.59374
C9 1.12307 2.60554 2.66531
C10 0.30539 1.50210 3.34399
C11 1.36947 0.45399 3.65740
C12 2.33298 0.62206 2.48165
O2 2.27572 1.98816 2.10780
C13 -1.18485 0.23578 -2.03969
O3 -0.95796 1.04316 -2.92335
C14 -0.86053 -1.24774 -2.24539
N3 0.22696 -1.66498 -1.39095
S1 1.58617 -0.70789 -1.26166
O4 1.14241 0.60923 -0.91513
O5 2.43502 -1.40821 -0.34562
C15 2.34179 -0.69444 -2.87946
C16 1.88561 0.17439 -3.85254
C17 2.46665 0.14278 -5.10949
C18 3.49473 -0.75549 -5.36332
Cl1 4.21892 -0.79602 -6.92546
C19 3.95291 -1.62305 -4.37916
C20 3.36571 -1.58935 -3.12711
C21 -3.44897 -0.78753 0.28887
C22 -3.78346 -1.67255 1.29587
H1 -2.34331 -3.73741 3.54098
H2 -3.48727 -2.54185 4.14635
H3 -4.02108 -3.74128 2.97285
H4 -0.73410 -2.12676 2.65379
H5 -0.13163 -0.54404 0.86856
H6 -2.02434 2.47369 -1.59948
H7 -3.36161 1.91745 -0.55893
H8 0.21380 1.98903 0.02054
H9 -0.39410 4.01969 2.08118
H10 1.08035 4.02728 1.06923
H11 1.47023 3.33823 3.41293
H12 -0.21065 1.86740 4.22898
H13 -0.43311 1.10468 2.64736
H14 0.97047 -0.55506 3.72241
H15 1.87370 0.69729 4.59414
H16 3.36862 0.38786 2.74278
H17 2.04533 -0.00476 1.62868
H18 -0.62264 -1.37640 -3.31146
H19 -1.74258 -1.84706 -1.99744
H20 0.47160 -2.63958 -1.46454
H21 1.08207 0.85966 -3.62814
H22 2.12663 0.80991 -5.88537
H23 4.75707 -2.30862 -4.59423
H24 3.69812 -2.23446 -2.32925
H25 -4.20994 -0.41539 -0.38127
H26 -4.81133 -1.98421 1.41161

Force components x, y, z for each atom (eV/Å):
C -0.0150 0.0578 0.0484
C 0.0356 0.0024 -0.0688
C -0.0720 0.0007 -0.0069
C -0.1678 0.0907 0.0284
C -0.0898 -0.3433 0.2487
N -0.1423 0.3556 0.3648
C -0.2153 0.4259 -0.0714
C -0.2768 -0.3164 -0.3216
O -0.2255 0.1578 0.0741
N 0.5898 -0.1277 -0.0040
C 0.2895 0.0163 0.4106
C -0.4519 0.4173 0.1252
C 0.2108 0.0808 -0.0784
C 0.1304 0.1749 -0.1287
C 0.0824 -0.3842 0.0679
O -0.0756 0.0868 -0.2170
C -0.3665 -0.3030 -0.5574
O 0.0015 0.0472 -0.1780
C -0.1110 0.2517 -0.4546
N 0.8361 0.4418 0.0947
S -0.0290 -0.7589 -0.0137
O 0.1503 -0.0260 -0.4292
O 0.1445 -0.2158 -0.2920
C -0.1969 0.0915 0.6052
C -0.0616 0.1768 -0.0727
C 0.0868 -0.1087 0.0130
C -0.1501 0.0067 0.2990
Cl 0.0960 -0.0008 -0.2059
C -0.0747 0.0599 -0.0447
C 0.1097 -0.1192 0.0290
C 0.1240 0.0194 -0.0273
C 0.0241 0.0009 0.0141
H 0.0190 -0.0759 0.0505
H -0.0293 -0.0364 0.0939
H -0.0412 -0.0756 0.0283
H 0.0995 -0.0554 0.0807
H 0.0021 0.0895 0.1252
H -0.1001 -0.0606 0.1552
H 0.1813 0.0324 0.0267
H -0.2562 0.1125 -0.0066
H 0.1677 -0.0122 -0.0709
H -0.0806 0.0444 0.0686
H -0.0964 -0.0879 -0.1027
H -0.0618 0.0191 0.0018
H -0.0359 0.0249 0.0305
H -0.0053 -0.0950 0.0555
H 0.0014 -0.0600 0.0265
H -0.0791 -0.0528 -0.0369
H 0.0379 0.0531 0.1485
H -0.1314 0.0983 0.1898
H 0.1341 0.0388 0.0084
H 0.1369 -0.1756 0.0658
H -0.0597 0.0840 -0.0443
H -0.0129 0.0530 -0.0728
H 0.0677 -0.0418 -0.0245
H 0.1237 -0.1086 0.0253
H -0.0642 0.0717 -0.0811
H -0.1072 -0.0431 0.0077

**Electronic energy**: -61302.2563 eV
**HOMO-LUMO gap**: 9.21 eV
**HOMO level**: -9.018 eV
**Total charge**: 0